Record 1
{"formula": "C9H14", "method": "wB97M-V/def2-TZVPD", "elements": ["C", "C", "C", "C", "C", "C", "C", "H", "H", "H", "H", "H", "H", "H", "H", "C", "C", "H", "H", "H", "H", "H", "H"], "positions_angstrom": [[-0.701876, -2.272500, 0.569990], [-0.143180, -0.885485, 0.736851], [-0.715788, -0.043656, 1.702630], [-0.156089, 1.177382, 2.023103], [1.054167, 1.558605, 1.426957], [1.653122, 0.737705, 0.494843], [1.070567, -0.492404, 0.198119], [-0.209283, -3.026345, 1.164955], [-0.709240, -2.581360, -0.461411], [-1.762344, -2.266291, 0.848446], [-1.626747, -0.358575, 2.200518], [-0.573260, 1.803151, 2.801874], [1.354045, 2.585168, 1.607397], [2.595121, 1.004370, 0.060063], [1.548951, -1.143176, -0.532810], [-0.446021, 0.990927, -2.620755], [-1.030185, -0.382587, -2.995319], [0.586106, 0.886252, -2.296431], [-0.589541, 1.599342, -3.512377], [-0.973319, 1.425036, -1.774366], [-0.429272, -0.765345, -3.816576], [-0.994901, -1.154726, -2.219746], [-2.080555, -0.298595, -3.237736]], "forces_ev_per_angstrom": [[-1.038, 0.555, -0.360], [0.373, -0.047, 1.396], [-0.289, -0.058, -0.221], [0.775, -0.233, -0.034], [-1.169, 0.663, -0.038], [-0.238, -0.413, 0.425], [0.111, -0.096, -0.760], [0.334, -0.102, 0.202], [0.310, -0.242, -0.481], [0.173, -0.053, 0.153], [-0.001, -0.015, -0.030], [-0.209, 0.024, -0.156], [0.588, -0.230, 0.086], [0.273, 0.159, -0.305], [0.022, 0.052, 0.155], [-0.640, -0.902, 0.242], [0.486, -0.066, 0.531], [0.170, 0.232, -0.373], [0.439, 0.409, 0.230], [-0.156, 0.174, -0.025], [-0.363, -0.184, -0.345], [0.243, 0.342, 0.202], [-0.193, 0.033, -0.493]], "nbo_charge": [-0.63, -0.02, -0.20, -0.21, -0.22, -0.21, -0.21, 0.22, 0.21, 0.21, 0.20, 0.21, 0.21, 0.21, 0.21, -0.61, -0.60, 0.21, 0.20, 0.21, 0.20, 0.19, 0.20], "total_energy_ev": -9559.8842, "smiles": "Cc1ccccc1.CC", "orbital_gap_ev": 10.090, "spin_multiplicity": 1, "fmax_ev_per_a": 1.45, "homo_ev": -9.09}



Record 2
{"formula": "C9H14", "method": "wB97M-V/def2-TZVPD", "elements": ["C", "C", "C", "C", "C", "C", "C", "C", "C", "H", "H", "H", "H", "H", "H", "H", "H", "H", "H", "H", "H", "H", "H"], "positions_angstrom": [[3.233256, -0.880490, -1.447114], [2.217012, -0.175005, -1.132744], [1.353507, 0.500989, -0.359563], [1.847951, 1.663939, 0.359421], [-1.542644, -1.679207, 1.053441], [-1.089146, 1.274574, 0.136090], [-0.493514, -0.501946, -1.571439], [-0.191356, -0.894603, 0.923754], [-0.120117, 0.147477, -0.237383], [1.814828, 2.642899, -0.060792], [2.908645, 1.477564, 0.498682], [1.415092, 1.510656, 1.344233], [-2.279893, -1.667564, 0.328289], [-1.335573, -2.748228, 1.019057], [-2.118699, -1.539973, 1.935442], [-2.111120, 1.042361, -0.146772], [-1.062585, 1.666511, 1.133906], [-0.921931, 2.094377, -0.703490], [-1.498588, -0.923854, -1.552247], [0.145305, -1.281699, -1.838415], [-0.632490, 0.267574, -2.328762], [0.501016, -1.621904, 0.730290], [-0.038955, -0.374446, 1.916116]], "forces_ev_per_angstrom": [[-0.597, 0.299, -0.021], [0.481, -0.654, 0.308], [-0.871, 0.440, -1.569], [1.535, -1.070, 1.760], [1.504, -0.965, 0.629], [0.598, 1.864, -3.788], [-2.402, 1.192, 0.524], [-2.847, 1.536, 0.900], [-0.248, -1.178, 0.602], [-0.897, 0.627, -0.344], [0.293, 0.170, 0.041], [-0.275, 1.066, 0.385], [-1.140, 1.022, -2.155], [0.397, -0.158, 0.383], [-0.012, 0.504, 1.157], [-0.185, -0.712, 0.449], [0.299, 0.221, 0.366], [-0.042, -0.891, 2.052], [-0.104, -0.161, 0.440], [1.277, -0.935, -0.644], [0.730, 0.033, -0.301], [2.197, -1.646, -0.070], [0.310, -0.603, -1.103]], "nbo_charge": [0.10, -0.47, 0.30, -0.69, -0.63, -0.62, -0.60, -0.38, -0.12, 0.26, 0.25, 0.23, 0.21, 0.21, 0.21, 0.23, 0.22, 0.21, 0.21, 0.24, 0.21, 0.21, 0.21], "total_energy_ev": -9554.5779, "orbital_gap_ev": 8.519, "spin_multiplicity": 1, "fmax_ev_per_a": 4.26, "homo_ev": -9.45}



Record 3
{"formula": "C9H14", "method": "wB97M-V/def2-TZVPD", "elements": ["C", "C", "C", "C", "C", "C", "C", "H", "H", "H", "H", "H", "H", "H", "H", "C", "C", "H", "H", "H", "H", "H", "H"], "positions_angstrom": [[-1.492020, -0.987169, 2.404058], [-0.340661, -0.409140, 1.636829], [-0.372009, 0.860290, 1.084278], [0.734472, 1.495259, 0.535521], [1.943130, 0.836514, 0.530938], [1.935618, -0.546152, 0.812911], [0.860959, -1.122284, 1.461256], [-1.259374, -1.374302, 3.411069], [-2.206257, -1.582816, 1.866183], [-2.018609, -0.155234, 2.932936], [-1.314738, 1.404121, 1.138685], [0.675575, 2.452520, 0.017012], [2.833449, 1.269894, 0.088943], [2.860234, -1.097860, 0.667146], [0.798219, -2.196689, 1.651966], [0.239732, 0.464288, -2.582456], [-1.210594, -0.032139, -2.565964], [0.842614, 0.544588, -3.494365], [0.317573, 1.365108, -1.985023], [0.877389, -0.276010, -2.078219], [-1.232823, -0.687556, -1.672928], [-1.368783, -0.807419, -3.304733], [-2.103104, 0.582195, -2.556038]], "forces_ev_per_angstrom": [[-0.472, 1.826, 2.178], [1.184, -0.229, -0.057], [-1.032, 0.719, 0.373], [0.272, 0.077, -0.086], [-0.054, -1.402, -0.894], [0.879, 0.871, 1.018], [-1.144, -0.598, -0.746], [0.796, -1.179, -0.878], [-0.133, -0.367, -0.180], [-0.344, 0.076, -1.362], [0.115, -0.026, -0.087], [-0.228, -0.013, 0.582], [-0.096, 0.103, 0.089], [-0.188, -0.096, -0.017], [0.496, 0.291, 0.257], [0.603, -0.119, 0.359], [0.651, -2.214, 0.527], [-1.001, 0.533, -0.472], [0.241, 0.215, -0.211], [-0.446, 0.077, 0.361], [-0.463, 0.665, 0.043], [-0.063, 0.063, -0.728], [0.429, 0.726, -0.070]], "nbo_charge": [-0.66, -0.02, -0.21, -0.21, -0.21, -0.21, -0.21, 0.23, 0.23, 0.22, 0.21, 0.22, 0.21, 0.21, 0.21, -0.62, -0.63, 0.21, 0.21, 0.21, 0.21, 0.20, 0.21], "total_energy_ev": -9559.0007, "smiles": "Cc1ccccc1.CC", "orbital_gap_ev": 10.090, "spin_multiplicity": 1, "fmax_ev_per_a": 2.88, "homo_ev": -9.09}



Record 4
{"formula": "C9H14", "method": "wB97M-V/def2-TZVPD", "elements": ["C", "C", "C", "C", "C", "C", "C", "H", "H", "H", "H", "H", "H", "H", "H", "C", "C", "H", "H", "H", "H", "H", "H"], "positions_angstrom": [[-1.920858, 0.406489, 2.039383], [0.293050, 0.942734, 0.918197], [-0.401041, 0.376834, 1.979949], [1.665216, 0.804379, 0.836378], [2.365146, -0.009177, 1.672770], [0.345873, -0.322058, 2.892823], [1.655445, -0.612833, 2.767002], [-0.152436, 1.518964, 0.141938], [2.175730, 1.174047, 0.032247], [-2.164280, 1.033114, 2.820036], [-2.345097, -0.484939, 2.297717], [3.402793, -0.191353, 1.523709], [-0.258884, -0.806671, 3.582061], [2.186338, -1.330128, 3.488225], [-2.439949, 0.711713, 1.074329], [-0.711839, 0.002124, -4.187732], [-0.434162, -0.747523, -2.862416], [-0.969664, 1.017568, -4.071692], [0.238850, 0.002048, -4.783002], [-1.550633, -0.588378, -4.648728], [0.449559, -0.449544, -2.341838], [-1.190815, -0.703170, -2.092968], [-0.238339, -1.744232, -3.078398]], "forces_ev_per_angstrom": [[1.869, 1.176, -3.444], [2.118, 1.132, -1.212], [-2.448, -0.030, -0.887], [-1.683, -0.384, 0.061], [-0.267, -0.613, 1.405], [0.054, -1.109, 0.909], [1.352, -1.050, 1.117], [-0.716, 0.274, -0.323], [1.050, 1.267, -1.995], [-0.780, 1.890, 1.759], [-0.738, -2.795, 0.810], [0.651, -0.121, -0.059], [-0.544, -0.897, 1.798], [-0.935, 1.247, -1.220], [1.009, -0.004, 1.237], [0.552, -2.093, 0.181], [-0.065, 1.569, -0.027], [-0.584, 1.140, 0.271], [-1.092, -0.309, 0.159], [0.961, 0.949, -0.167], [0.949, 0.734, 0.160], [-0.763, 0.053, -0.122], [0.049, -2.027, -0.413]], "lowdin_spin": [0.05, 0.18, 0.25, 0.03, 0.28, 0.03, 0.13, 0.00, 0.00, 0.02, 0.01, 0.01, 0.00, 0.00, 0.00, 0.00, 0.00, 0.00, 0.00, 0.00, 0.00, 0.00, 0.00], "total_energy_ev": -9550.2721, "orbital_gap_ev": [10.134, 5.861], "spin_multiplicity": 2, "total_charge": 1, "fmax_ev_per_a": 4.09, "s2": 0.766, "homo_ev": [-14.46, -14.45]}



Record 5
{"formula": "C9H14", "method": "wB97M-V/def2-TZVPD", "elements": ["C", "C", "C", "C", "C", "C", "C", "H", "H", "H", "H", "H", "H", "H", "H", "C", "C", "H", "H", "H", "H", "H", "H"], "positions_angstrom": [[2.496465, -0.929739, -0.526987], [0.147620, 1.351685, 1.304688], [-0.711501, 0.397055, 1.960902], [1.165018, 0.925360, 0.511066], [1.400753, -0.448904, 0.315133], [-0.477300, -0.983974, 1.809705], [0.538183, -1.384829, 0.996977], [0.017938, 2.369775, 1.650282], [-1.579220, 0.685420, 2.542107], [1.762607, 1.644230, -0.027147], [-1.050813, -1.741408, 2.324798], [3.269239, -1.487300, 0.013633], [3.085556, -0.104428, -0.932442], [0.867875, -2.418424, 0.985510], [2.098610, -1.560860, -1.325638], [-2.262413, -0.041096, -2.010684], [-1.629155, 1.052285, -2.865422], [-2.644594, -0.785429, -2.712027], [-1.502581, -0.545381, -1.406340], [-3.086172, 0.286397, -1.380109], [-1.111489, 0.650904, -3.712494], [-0.871991, 1.672330, -2.365690], [-2.366732, 1.792014, -3.158146]], "forces_ev_per_angstrom": [[0.820, 0.549, -0.228], [-0.408, -0.364, 1.385], [0.023, -0.576, -0.521], [-0.263, 0.666, -0.412], [-0.487, -0.159, 0.353], [0.201, -0.047, -0.297], [0.876, -0.322, 0.388], [0.041, 0.208, -0.684], [0.217, 0.384, 0.067], [0.249, 0.072, 0.108], [-0.190, 0.212, 0.098], [-0.444, -0.449, 0.260], [-0.402, 0.034, -0.294], [-0.393, -0.086, -0.268], [0.112, -0.121, -0.006], [0.448, -0.287, -0.555], [0.124, 0.998, 0.917], [-0.210, -0.116, 0.296], [-0.122, -0.042, 0.126], [0.100, 0.134, 0.051], [-0.004, -0.264, -0.668], [-0.090, -0.286, 0.367], [-0.198, -0.138, -0.483]], "lowdin_spin": [0.06, 0.10, 0.30, 0.05, 0.26, 0.03, 0.14, 0.00, 0.01, 0.00, 0.00, 0.02, 0.00, 0.00, 0.02, 0.00, 0.00, 0.00, 0.00, 0.00, 0.00, 0.00, 0.00], "total_energy_ev": -9551.1563, "orbital_gap_ev": [9.989, 6.252], "spin_multiplicity": 2, "total_charge": 1, "fmax_ev_per_a": 1.49, "s2": 0.768, "homo_ev": [-14.51, -14.51]}



Record 6
{"formula": "C9H14BClN2O5", "method": "wB97M-V/def2-TZVPD", "elements": ["C", "C", "C", "O", "C", "C", "N", "B", "N", "O", "C", "O", "C", "C", "C", "O", "O", "H", "H", "H", "H", "H", "H", "H", "H", "H", "H", "H", "H", "H", "H", "Cl"], "positions_angstrom": [[-2.276235, -0.933187, -2.836376], [-0.725178, -1.330381, -2.482399], [-0.520905, -2.161590, -1.084202], [-1.318142, -1.656424, 0.056171], [-0.357760, -0.765124, 0.776292], [-0.175490, 0.744940, 0.163491], [0.812265, 1.764710, 0.768533], [0.853505, 3.119827, 0.024642], [1.944390, 3.539719, -0.943481], [-0.329876, 4.007916, 0.296102], [1.671367, 1.429687, 1.977612], [2.651322, 2.405010, 2.537360], [1.541269, -0.064613, 2.717441], [0.501376, -1.226600, 2.116711], [0.311629, -2.725118, 2.770860], [0.674781, -2.987429, 4.057157], [-0.253230, -3.903056, 2.034155], [-2.777711, -1.860604, -3.352249], [-2.872667, -0.665591, -1.865800], [-2.283303, 0.038260, -3.530036], [-0.264309, -1.975782, -3.365283], [-0.106200, -0.312335, -2.483331], [-0.730052, -3.309454, -1.181247], [0.635086, -2.066449, -0.802147], [-0.830504, 1.059339, -0.780915], [1.798490, 2.911431, -1.790048], [1.732244, 4.518990, -1.273279], [-1.059703, 3.568057, -0.258071], [3.490544, 2.347518, 1.978459], [2.188363, -0.343297, 3.671513], [-1.198903, -4.019222, 2.382134], [-2.726462, 0.850851, -0.299775]], "forces_ev_per_angstrom": [[0.091, -0.396, -0.063], [-0.160, 0.476, -0.372], [1.690, -0.500, -1.178], [4.382, 2.133, 1.395], [1.226, 0.830, 1.616], [1.854, -1.173, 2.359], [0.027, -4.011, 1.337], [-1.378, 2.570, -0.303], [-2.862, -0.717, 0.144], [1.878, -3.123, -1.951], [-0.708, -3.681, 0.847], [-1.768, -2.558, -2.746], [-1.666, 1.216, -2.836], [-0.629, 3.113, -2.907], [1.241, -2.233, 6.249], [-2.166, 2.440, -8.580], [-0.263, 3.673, 1.637], [0.876, 1.935, 0.739], [1.316, -0.656, -2.102], [-0.063, -2.351, 1.378], [-0.900, 1.254, 1.945], [-1.107, -2.242, 0.306], [0.054, 2.284, 0.090], [-2.433, -0.397, -0.648], [1.450, -0.687, 1.952], [0.838, 0.829, 1.298], [0.242, -1.426, 0.494], [0.869, 0.902, 1.373], [-1.620, -0.003, 0.822], [-1.527, 0.915, -2.357], [1.903, 0.309, -0.516], [-0.688, 1.274, 0.578]], "nbo_charge": [-0.66, -0.44, -0.09, -0.52, 0.35, 0.05, -0.69, 1.26, -1.11, -0.93, 0.52, -0.69, -0.24, -0.13, 0.74, -0.52, -0.71, 0.20, 0.27, 0.21, 0.22, 0.19, 0.22, 0.19, 0.33, 0.41, 0.41, 0.52, 0.51, 0.29, 0.51, -0.66], "total_energy_ev": -35966.1727, "orbital_gap_ev": 5.994, "spin_multiplicity": 1, "fmax_ev_per_a": 9.18, "homo_ev": -8.34}